No. 1
The following is a DFT calculation (wB97M-V/def2-TZVPD) of a structure of composition C3H4O3Rb.

```
11
C3H4O3Rb wB97M-V/def2-TZVPD
C 0.584 0.335 -0.128
O -1.318 1.748 0.147
C -1.268 1.353 -1.104
C -0.310 0.739 0.960
O -0.271 0.473 -1.319
O -2.144 1.536 -1.933
H 1.400 1.066 -0.265
H 0.214 1.148 1.830
H -1.094 0.066 1.334
Rb 1.697 -2.935 0.360
H 2.509 -5.530 0.117
```

Results
Energy above the lowest of the compared OMol25 structures with the same formula, charge and spin ... 1.956 eV
E_tot ... -9971.2948 eV
HOMO ... -3.24 eV
HOMO-LUMO gap ... 5.39 eV
Net charge ... -1

***

No. 2
The following is a DFT calculation (wB97M-V/def2-TZVPD) of an isolated molecule of C5H14N2.

```
21
C5H14N2 wB97M-V/def2-TZVPD
C -1.507 2.503 0.867
C -1.293 0.967 0.904
C 0.085 0.553 0.365
C 0.348 1.265 -0.975
N 0.023 -0.908 0.036
C 1.278 -1.534 -0.401
N 0.951 -2.989 -0.561
H -2.273 2.822 1.576
H -0.519 2.856 1.185
H -1.944 2.926 -0.034
H -1.468 0.558 1.894
H -1.991 0.627 0.136
H 0.843 0.945 1.028
H -0.512 1.100 -1.628
H 0.412 2.366 -0.816
H 1.343 1.072 -1.395
H -0.589 -0.956 -0.767
H 1.450 -1.133 -1.409
H 2.294 -1.477 0.013
H 1.159 -3.368 0.354
H 1.561 -3.348 -1.285
```

Results
Energy above the lowest of the compared OMol25 structures with the same formula, charge and spin ... 1.737 eV
E_tot ... -8390.8816 eV
HOMO ... -8.61 eV
HOMO-LUMO gap ... 9.68 eV
SMILES ... CC[C@H](C)NCN

***

No. 3
The following is a DFT calculation (wB97M-V/def2-TZVPD) of a structure of composition C25H27AsAuN2S5Sb.

```
62
C25H27AsAuN2S5Sb wB97M-V/def2-TZVPD
Au -2.073 -1.598 -0.262
S -5.423 -3.637 3.369
Sb -3.800 -3.562 1.770
S -2.075 -2.001 2.138
S -4.371 -2.626 -0.303
S -2.935 -5.738 1.609
C 2.209 2.022 5.346
C 2.037 1.558 3.918
C 2.027 2.453 2.861
C 1.802 2.039 1.546
C 1.897 3.098 0.464
C 1.540 0.682 1.277
As 1.206 0.082 -0.584
N 0.223 -1.469 -0.471
C 0.821 -2.649 -0.891
C 2.086 -2.739 -1.541
C 2.629 -3.953 -1.943
C 1.968 -5.156 -1.723
C 0.737 -5.104 -1.071
C 0.182 -3.900 -0.664
C -0.233 1.274 -1.205
C -0.193 1.553 -2.585
C 0.768 0.852 -3.522
C -1.101 2.450 -3.137
C -2.079 3.063 -2.366
C -3.071 4.018 -2.978
C -2.155 2.726 -1.026
C -1.261 1.839 -0.428
C -1.505 1.525 1.032
C 1.705 -0.253 2.321
C 1.715 -1.750 2.086
C 1.914 0.206 3.620
H 2.505 3.074 5.388
H 2.968 1.429 5.865
H 1.274 1.913 5.904
H 2.199 3.511 3.055
H 2.530 3.919 0.808
H 0.924 3.511 0.201
H 2.327 2.694 -0.451
H 2.628 -1.830 -1.741
H 3.594 -3.959 -2.444
H 2.394 -6.099 -2.048
H 0.194 -6.025 -0.867
H -0.767 -3.905 -0.140
H 0.698 -0.230 -3.400
H 1.801 1.138 -3.334
H 0.521 1.092 -4.559
H -1.074 2.640 -4.207
H -2.771 4.300 -3.989
H -3.166 4.926 -2.377
H -4.057 3.546 -3.041
H -2.963 3.138 -0.423
H -2.580 1.462 1.218
H -1.094 2.301 1.687
H -1.065 0.581 1.337
H 2.286 -2.009 1.196
H 0.712 -2.146 1.948
H 2.162 -2.255 2.946
H 1.989 -0.525 4.423
S -4.064 0.002 -4.232
C -3.031 -0.555 -3.088
N -2.263 -0.943 -2.292
```

Results
Energy above the lowest of the compared OMol25 structures with the same formula, charge and spin ... 0.589 eV
E_tot ... -154591.2264 eV
HOMO (alpha / beta) ... -1.50 / -2.07 eV
HOMO-LUMO gap (alpha / beta) ... 5.72 / 4.25 eV
Net charge ... -2
Multiplicity ... 3

***

No. 4
The following is a DFT calculation (wB97M-V/def2-TZVPD) of a structure of composition C15H16CuIN4S.

```
38
C15H16CuIN4S wB97M-V/def2-TZVPD
Cu 1.220 0.834 -0.062
C -1.855 4.146 1.902
N -2.254 2.905 1.275
C -3.417 2.212 1.524
C -3.407 1.112 0.762
N -2.219 1.119 0.020
C -1.494 2.265 0.334
S -0.014 2.834 -0.164
C -1.850 0.066 -0.842
C -2.561 -1.143 -0.811
C -2.226 -2.111 -1.732
C -1.200 -1.878 -2.640
C -0.521 -0.683 -2.539
N -0.827 0.267 -1.651
H -2.570 4.375 2.689
H -1.835 4.955 1.172
H -0.856 4.041 2.323
H -4.158 2.571 2.215
H -4.152 0.350 0.653
H -3.335 -1.338 -0.086
H -2.759 -3.053 -1.732
H -0.926 -2.606 -3.390
H 0.323 -0.468 -3.184
I 2.108 -4.535 2.264
C 2.496 -3.150 0.768
C 3.603 -3.275 -0.054
C 3.785 -2.318 -1.042
C 2.875 -1.286 -1.154
N 1.816 -1.153 -0.349
C 1.628 -2.084 0.586
H 4.299 -4.094 0.069
H 4.625 -2.370 -1.720
H 2.996 -0.523 -1.913
H 0.763 -1.959 1.226
C 2.742 1.401 1.143
H 2.388 1.924 2.038
H 3.416 2.096 0.625
H 3.352 0.551 1.477
```

Results
E_tot ... -85349.0358 eV
HOMO ... -5.53 eV
HOMO-LUMO gap ... 5.99 eV

***

No. 5
The following is a DFT calculation (wB97M-V/def2-TZVPD) of a structure of composition C6H14B2F8LiO2.

```
33
C6H14B2F8LiO2 wB97M-V/def2-TZVPD
Li 13.035 -2.726 -16.024
B 10.062 -4.511 -14.578
F 11.239 -4.358 -13.905
F 10.114 -3.674 -15.660
F 9.887 -5.813 -14.840
F 9.038 -4.167 -13.737
B 11.635 0.973 -14.015
F 11.810 1.732 -12.911
F 12.507 -0.086 -13.915
F 10.404 0.471 -14.129
F 11.936 1.668 -15.128
C 17.770 0.472 -17.150
C 17.756 0.586 -15.689
C 17.317 -0.789 -15.252
O 16.297 -1.074 -16.195
C 16.602 -0.443 -17.427
H 18.731 0.096 -17.499
H 17.620 1.443 -17.623
H 17.002 1.247 -15.262
H 18.692 0.922 -15.243
H 16.803 -0.922 -14.300
H 18.086 -1.559 -15.309
H 15.832 0.100 -17.975
H 16.817 -1.328 -18.026
C 14.416 -6.011 -17.789
C 14.174 -5.175 -18.994
O 13.153 -4.182 -18.666
H 13.519 -6.551 -17.486
H 14.710 -5.313 -17.006
H 15.277 -6.674 -17.876
H 13.769 -5.895 -19.705
H 14.982 -4.727 -19.571
H 12.862 -3.761 -19.479
```

Results
Energy above the lowest of the compared OMol25 structures with the same formula, charge and spin ... 0.000 eV
E_tot ... -33855.0296 eV
HOMO ... -7.61 eV
HOMO-LUMO gap ... 9.07 eV
Net charge ... -1

***

No. 6
The following is a DFT calculation (wB97M-V/def2-TZVPD) of the ion C5H12N with charge +2.

```
18
C5H12N wB97M-V/def2-TZVPD
C -0.583 0.580 1.611
C -0.637 0.560 0.069
C 0.482 -0.225 -0.611
C 0.612 -1.594 -0.156
C 1.192 -2.603 -0.942
N -0.650 2.002 -0.454
H 0.439 0.667 1.985
H -1.159 1.443 1.944
H -1.081 -0.274 2.064
H -1.609 0.175 -0.206
H 1.442 0.138 -0.259
H 0.536 -0.113 -1.694
H 0.334 -1.740 0.886
H 1.297 -3.614 -0.577
H 1.543 -2.492 -1.967
H -1.075 2.593 0.272
H -1.331 2.111 -1.213
H 0.248 2.388 -0.752
```

Results
Energy above the lowest of the compared OMol25 structures with the same formula, charge and spin ... 0.441 eV
E_tot ... -6849.2231 eV
HOMO (alpha / beta) ... -20.79 / -21.59 eV
HOMO-LUMO gap (alpha / beta) ... 11.65 / 8.83 eV
Net charge ... +2
Multiplicity ... 2

***

No. 7
The following is a DFT calculation (wB97M-V/def2-TZVPD) of an isolated molecule of C23H19BrN2O5.

```
50
C23H19BrN2O5 wB97M-V/def2-TZVPD
O 1.472 2.271 -0.219
C 1.301 1.065 -0.195
N 1.988 0.206 -0.967
C 2.794 0.690 -2.055
C 2.025 0.566 -3.395
C 0.729 1.316 -3.274
C 0.670 2.673 -3.562
C -0.502 3.381 -3.364
C -1.625 2.742 -2.868
C -1.574 1.389 -2.581
C -0.404 0.679 -2.784
C 4.086 -0.098 -2.130
O 4.335 -1.088 -1.500
O 4.936 0.433 -3.017
C 0.318 0.472 0.777
C -0.452 1.350 1.446
C -1.469 1.059 2.444
C -2.307 -0.058 2.373
C -3.257 -0.291 3.351
C -3.394 0.575 4.422
C -2.579 1.694 4.480
Br -2.772 2.911 5.936
C -1.634 1.950 3.507
N 0.263 -0.894 1.102
C 0.284 -2.024 0.345
O 0.523 -2.075 -0.852
C -0.028 -3.231 1.115
C -0.058 -4.541 0.709
C -0.429 -5.295 1.842
C -0.600 -4.396 2.852
O -0.363 -3.148 2.429
H 1.681 -0.763 -1.043
H 3.019 1.745 -1.863
H 2.645 0.975 -4.193
H 1.835 -0.492 -3.589
H 1.549 3.178 -3.936
H -0.536 4.437 -3.589
H -2.536 3.297 -2.703
H -2.447 0.885 -2.191
H -0.368 -0.377 -2.557
H 5.751 -0.092 -3.061
H -0.260 2.394 1.237
H -2.250 -0.721 1.523
H -3.901 -1.154 3.280
H -4.129 0.395 5.191
H -1.009 2.828 3.569
H -0.052 -1.046 2.055
H 0.163 -4.898 -0.275
H -0.552 -6.357 1.898
H -0.880 -4.518 3.880
```

Results
Energy above the lowest of the compared OMol25 structures with the same formula, charge and spin ... 0.000 eV
E_tot ... -107420.5057 eV
HOMO ... -8.65 eV
HOMO-LUMO gap ... 8.47 eV
SMILES ... O=C(N[C@H](Cc1ccccc1)C(=O)O)/C(=C/c1cccc(Br)c1)NC(=O)c1ccco1

***

No. 8
The following is a DFT calculation (wB97M-V/def2-TZVPD) of a structure of composition C36H32GeN3O5Tc.

```
78
C36H32GeN3O5Tc wB97M-V/def2-TZVPD
Tc 1.294 1.907 1.151
O 7.940 1.201 -3.184
C 7.553 0.970 -2.155
O 7.182 0.698 -1.033
C 5.774 1.008 -0.432
C 5.601 0.614 0.869
C 4.350 0.925 1.391
N 3.405 1.540 0.681
C 3.628 1.855 -0.598
C 4.841 1.625 -1.223
C 2.480 2.454 -1.381
O 2.685 2.824 -2.507
O 1.364 2.543 -0.714
H 6.355 0.111 1.455
H 4.106 0.653 2.408
H 4.928 1.916 -2.265
C -6.867 2.487 0.769
C -5.800 1.452 1.096
N -5.074 0.977 -0.081
C -5.762 -0.029 -0.900
C -5.511 -1.442 -0.396
C -3.772 1.176 -0.347
O -3.165 0.555 -1.212
C -2.962 2.191 0.437
C -3.332 3.457 0.869
C -2.381 4.268 1.474
C -1.093 3.801 1.628
N -0.719 2.584 1.197
C -1.643 1.815 0.610
H -7.353 2.827 1.684
H -7.639 2.070 0.123
H -6.449 3.353 0.255
H -6.266 0.581 1.561
H -5.091 1.832 1.828
H -5.414 0.078 -1.925
H -6.825 0.210 -0.880
H -4.447 -1.678 -0.445
H -6.052 -2.161 -1.011
H -5.851 -1.564 0.634
H -4.336 3.828 0.719
H -2.631 5.263 1.813
H -0.332 4.419 2.091
H -1.325 0.855 0.232
C 0.968 0.310 0.981
Ge 1.188 -1.500 0.125
C 2.717 -2.138 1.147
C 2.773 -1.871 2.517
C 3.852 -2.293 3.282
C 4.893 -2.993 2.684
C 4.842 -3.281 1.327
C 3.760 -2.857 0.564
C -0.489 -2.418 0.349
C -1.081 -2.518 1.609
C -2.289 -3.179 1.762
C -2.913 -3.747 0.658
C -2.332 -3.650 -0.598
C -1.123 -2.986 -0.754
C 1.541 -0.813 -1.649
C 2.820 -0.741 -2.202
C 3.023 -0.106 -3.421
C 1.957 0.484 -4.084
C 0.683 0.432 -3.534
C 0.475 -0.216 -2.326
H 1.970 -1.324 3.001
H 3.873 -2.092 4.345
H 5.727 -3.339 3.281
H 5.632 -3.860 0.865
H 3.723 -3.125 -0.485
H -0.605 -2.080 2.480
H -2.742 -3.257 2.741
H -3.854 -4.266 0.778
H -2.818 -4.092 -1.457
H -0.681 -2.912 -1.741
H 3.665 -1.189 -1.691
H 4.012 -0.079 -3.862
H 2.117 0.984 -5.029
H -0.150 0.898 -4.042
H -0.530 -0.236 -1.911
```

Results
E_tot ... -111256.3973 eV
HOMO ... -13.35 eV
HOMO-LUMO gap ... 6.54 eV
Net charge ... +2

***

No. 9
The following is a DFT calculation (wB97M-V/def2-TZVPD) of an isolated molecule of C5H6O2.

```
13
C5H6O2 wB97M-V/def2-TZVPD
O 2.505 -0.244 -0.653
C 1.699 0.104 0.491
C 0.271 0.089 0.089
C -0.681 1.095 -0.109
C -1.942 0.398 -0.250
C -1.698 -0.936 -0.079
O -0.374 -1.104 0.114
H 2.203 -1.163 -0.871
H 1.841 -0.512 1.361
H 1.893 1.181 0.755
H -0.499 2.138 -0.197
H -2.905 0.812 -0.529
H -2.313 -1.858 -0.122
```

Results
Energy above the lowest of the compared OMol25 structures with the same formula, charge and spin ... 1.139 eV
E_tot ... -9375.9570 eV
HOMO ... -8.76 eV
HOMO-LUMO gap ... 9.68 eV
SMILES ... OCc1ccco1

***

No. 10
The following is a DFT calculation (wB97M-V/def2-TZVPD) of an isolated molecule of C23H29N3O4.

```
59
C23H29N3O4 wB97M-V/def2-TZVPD
C -8.636 -1.948 -0.812
O -8.122 -0.761 -1.374
C -6.925 -0.244 -0.995
C -6.533 0.873 -1.732
C -5.344 1.524 -1.489
C -4.490 1.055 -0.500
C -3.199 1.766 -0.287
O -3.057 2.952 -0.513
N -2.184 0.985 0.165
C -0.834 1.473 0.337
C 0.131 0.741 -0.597
C 1.569 1.213 -0.352
N 2.000 1.087 1.032
C 2.273 -0.283 1.428
C 3.539 -0.823 0.757
O 3.670 -1.999 0.498
N 4.450 0.154 0.539
C 5.704 0.082 -0.073
C 6.412 1.268 -0.249
C 7.656 1.243 -0.850
C 8.200 0.046 -1.280
C 7.502 -1.144 -1.111
C 8.091 -2.438 -1.586
C 6.256 -1.119 -0.505
C 1.083 1.788 1.914
C -0.370 1.315 1.788
C -4.877 -0.046 0.260
C -6.082 -0.698 0.040
O -6.495 -1.772 0.791
C -5.673 -2.232 1.833
H -9.560 -2.140 -1.358
H -7.952 -2.788 -0.948
H -8.859 -1.831 0.250
H -7.204 1.210 -2.506
H -5.056 2.391 -2.061
H -2.322 -0.011 0.233
H -0.867 2.537 0.078
H -0.141 0.930 -1.636
H 0.061 -0.336 -0.423
H 2.256 0.647 -0.984
H 1.648 2.271 -0.620
H 1.463 -0.994 1.213
H 2.452 -0.302 2.508
H 4.131 1.083 0.798
H 5.985 2.203 0.086
H 8.203 2.164 -0.985
H 9.172 0.033 -1.751
H 8.188 -2.431 -2.671
H 9.084 -2.583 -1.164
H 7.462 -3.277 -1.300
H 5.701 -2.032 -0.366
H 1.432 1.670 2.943
H 1.135 2.850 1.656
H -1.008 1.904 2.448
H -0.445 0.267 2.086
H -4.243 -0.375 1.068
H -4.706 -2.587 1.460
H -6.211 -3.069 2.277
H -5.513 -1.462 2.595
```

Results
Energy above the lowest of the compared OMol25 structures with the same formula, charge and spin ... 1.518 eV
E_tot ... -36982.5447 eV
HOMO ... -8.28 eV
HOMO-LUMO gap ... 8.71 eV
SMILES ... COc1ccc(C(=O)NC2CCN(CC(=O)Nc3cccc(C)c3)CC2)cc1OC

***

No. 11
The following is a DFT calculation (wB97M-V/def2-TZVPD) of a cluster of 13 separate species, C25H64O13 in total.

```
102
C25H64O13 wB97M-V/def2-TZVPD
C -12.091 11.955 8.854
C -10.615 11.939 9.185
O -10.024 10.882 9.214
C -9.851 13.209 9.313
H -12.394 10.947 8.600
H -12.236 12.625 8.002
H -12.667 12.408 9.662
H -8.815 12.918 9.481
H -10.180 13.881 10.104
H -9.857 13.736 8.355
C -7.625 9.843 1.498
C -8.994 9.895 2.119
O -9.343 9.074 2.940
C -9.904 11.015 1.673
H -6.934 9.264 2.117
H -7.178 10.839 1.485
H -7.662 9.350 0.526
H -10.767 10.574 1.171
H -9.401 11.746 1.045
H -10.296 11.561 2.531
C -8.832 3.932 6.491
C -8.572 4.511 5.103
O -8.411 3.800 4.136
C -8.547 6.007 4.998
H -8.180 4.373 7.237
H -8.676 2.858 6.418
H -9.890 4.114 6.686
H -8.134 6.461 4.099
H -8.037 6.428 5.866
H -9.592 6.347 5.007
C -5.632 8.891 6.331
C -4.604 9.933 5.993
O -3.544 10.032 6.566
C -4.900 10.767 4.797
H -6.006 8.312 5.489
H -6.487 9.389 6.796
H -5.239 8.216 7.094
H -5.256 10.181 3.950
H -3.996 11.301 4.500
H -5.648 11.542 4.988
C -9.321 9.051 6.209
C -9.224 10.548 6.035
O -8.203 11.165 6.275
C -10.417 11.258 5.474
H -9.351 8.531 5.255
H -10.131 8.839 6.912
H -8.459 8.650 6.746
H -11.306 10.967 6.039
H -10.540 10.974 4.429
H -10.270 12.332 5.486
C -8.790 14.596 4.403
C -7.524 13.927 3.914
O -7.600 12.891 3.287
C -6.204 14.620 4.143
H -8.677 15.684 4.373
H -9.116 14.300 5.395
H -9.551 14.381 3.651
H -6.201 15.403 3.379
H -5.380 13.929 3.992
H -6.198 15.034 5.150
C -15.773 10.895 5.566
O -14.434 11.238 5.896
H -16.408 11.767 5.712
H -15.877 10.530 4.536
H -16.136 10.082 6.205
H -13.971 10.395 6.070
C -8.811 7.806 9.461
O -8.721 6.794 8.459
H -9.618 8.476 9.168
H -9.009 7.367 10.443
H -7.904 8.410 9.531
H -7.805 6.588 8.263
C -11.853 7.155 3.790
O -12.157 6.757 5.137
H -11.785 8.231 3.671
H -10.903 6.702 3.494
H -12.618 6.750 3.121
H -12.456 5.847 5.115
C -12.557 14.123 5.431
O -13.157 13.280 4.488
H -11.878 13.554 6.079
H -12.082 14.949 4.909
H -13.234 14.549 6.188
H -13.734 12.625 4.925
C -13.368 10.713 2.349
O -13.018 9.611 1.530
H -12.746 11.563 2.083
H -14.427 10.979 2.326
H -13.135 10.521 3.408
H -13.630 8.891 1.703
C -13.359 8.285 8.000
O -13.086 8.958 6.782
H -14.328 7.785 8.021
H -12.587 7.546 8.223
H -13.309 9.019 8.803
H -12.653 8.339 6.177
C -5.562 13.199 7.528
O -6.951 13.466 7.527
H -5.064 13.900 8.202
H -5.239 12.213 7.868
H -5.143 13.407 6.538
H -7.397 12.656 7.223
```

Results
Energy above the lowest of the compared OMol25 structures with the same formula, charge and spin ... 0.218 eV
E_tot ... -53577.8742 eV
HOMO ... -9.42 eV
HOMO-LUMO gap ... 9.68 eV

***

In the order shown, the computed largest force on an atom values come out to 2.0; 3.1; 1.5; 0.7; 3.2; 1.1; 1.3; 0.9; 2.8; 0.5; 1.3 eV/Å.